C2H2FNO2 | ωB97M-V/def2-TZVPD

Calculated values
LUMO level (spin up / spin down): 0.501 / -2.758 eV
Frontier orbital gap (spin up / spin down): 8.0 / 8.1 eV
Highest occupied orbital energy (spin up / spin down): -7.516 / -10.889 eV
Strongest force on any atom: 0.078 hartree/bohr
Spin multiplicity: 3
Energy relative to the best compared isomer or geometry (same formula, charge and spin): 2.584 eV

Bonds (Å) are listed after each position.
Element x y z (Å)
1 C 0.03 0.31 -0.04  C2 1.296, H7 1.096, H8 1.047
2 C -1.16 0.81 0.01  C1 1.296, F6 1.298
3 N -2.78 -0.42 -0.12  O4 1.195, O5 1.215
4 O -2.50 -1.58 -0.05  N3 1.195
5 O -3.73 0.31 0.08  N3 1.215
6 F -1.77 1.95 0.01  C2 1.298
7 H 0.91 0.95 -0.15  C1 1.096
8 H 0.36 -0.68 0.06  C1 1.047

Results of the natural (NBO) charge analysis, in e, for atoms 1 through 4: C -0.598; C 0.527; N 0.433; O -0.284